[1]
An isolated molecule of C5H8O, computed with ωB97M-V/def2-TZVPD.

Structure (XYZ):
```
14
C5H8O, DFT ωB97M-V/def2-TZVPD
O 0.93 0.17 -0.87
C -1.13 -0.38 0.05
C -0.21 0.78 -0.26
C -0.53 -1.52 -0.26
C 0.83 -1.24 -0.83
C 0.21 1.57 0.97
H 0.93 2.35 0.69
H -2.11 -0.26 0.49
H -0.93 -2.53 -0.12
H -0.67 1.46 -1.00
H 1.63 -1.66 -0.20
H 0.69 0.90 1.70
H -0.64 2.06 1.45
H 0.97 -1.65 -1.84
```

Its relative energy (zero: lowest compared OMol25 entry of this formula, charge and spin) is 0.999 eV. Its orbital gap is 10.2 eV.

=====

[2]
A cluster of 2 separate species, C3H6O2 in total at a distorted geometry, computed with ωB97M-V/def2-TZVPD.

Structure (XYZ):
```
11
C3H6O2, DFT ωB97M-V/def2-TZVPD
O 0.30 -1.76 -1.26
O -1.25 -1.55 1.32
C -0.61 -0.65 0.91
C -0.07 1.48 -0.24
C 0.25 0.34 0.68
H 0.79 2.16 -0.30
H 0.97 0.54 1.48
H -0.93 2.05 0.10
H 0.91 -1.17 -0.63
H -0.28 1.10 -1.25
H -0.09 -2.52 -0.81
```

Its relative energy (zero: lowest compared OMol25 entry of this formula, charge and spin) is 2.079 eV. Its orbital gap is 9.5 eV.

=====

[3]
A cluster of 13 separate species, C21H52BClF3N12O29S2 in total at a distorted geometry, computed with ωB97M-V/def2-TZVPD.

Structure (XYZ):
```
121
C21H52BClF3N12O29S2, DFT ωB97M-V/def2-TZVPD
Cl 0.29 4.46 0.55
S -0.20 -1.48 -0.89
S 5.22 -1.34 -0.87
F -1.16 -0.43 -3.20
F -1.20 1.01 -1.48
F -2.67 -0.70 -1.57
O -1.24 -0.33 1.17
O -0.86 1.76 5.14
O -0.88 3.93 5.14
O -2.01 6.36 0.53
O 1.22 -1.16 -1.24
O -2.78 -6.34 -3.82
O -2.81 7.93 -0.73
O 3.27 -0.39 -5.58
O -0.46 -6.18 -6.77
O -5.93 5.84 2.16
O 0.07 -7.19 -4.93
O -3.44 0.65 7.58
O 1.31 -2.90 -9.61
O 2.69 2.92 3.66
O -6.48 6.85 0.32
O 4.60 2.87 4.68
O 0.43 -6.35 4.05
O -0.38 -4.79 2.78
O 8.11 -2.19 -6.34
O 0.90 -0.10 2.43
O -4.65 -5.54 -4.56
O -0.49 -2.86 -1.45
O -1.38 -2.72 1.08
O -0.69 10.05 1.72
O -1.79 0.52 8.97
O 3.31 -2.56 -5.57
O 1.26 -3.33 -7.49
O 8.08 -0.02 -6.35
O 0.93 9.24 2.90
N -0.32 -5.94 3.19
N -3.77 -6.38 -4.53
N 7.63 -1.11 -6.03
N 2.83 -1.48 -5.26
N 1.75 -3.41 -8.60
N -2.86 0.15 8.52
N -2.76 6.78 -0.33
N -1.32 2.84 5.46
N -6.22 6.83 1.51
N 3.38 2.89 4.65
N 0.09 9.17 2.02
N -0.22 -6.20 -5.57
C 4.05 -2.47 0.08
C 0.83 2.86 1.37
C -6.27 8.12 2.25
C 2.66 2.85 5.95
C 6.40 -1.13 -5.19
C -0.29 -4.91 -4.84
C -0.56 -1.56 0.95
C -3.69 5.81 -0.94
C -3.91 -7.56 -5.42
C 0.68 -1.46 1.99
C -2.53 2.81 6.32
C 0.00 7.90 1.25
C 1.95 -2.37 1.69
C 3.22 -1.57 1.13
C -3.52 -1.01 9.17
C -0.51 2.13 1.82
C 1.61 -1.52 -4.42
C -1.35 -0.33 -1.82
C -1.26 -6.93 2.59
C 1.68 2.09 0.28
C 2.98 -4.23 -8.74
B -0.39 0.52 2.08
H -3.94 -8.45 -4.80
H -0.65 -7.71 2.13
H 3.77 -3.57 -9.12
H -3.10 5.02 -1.40
H -4.32 5.41 -0.15
H -3.04 -7.56 -6.09
H 3.25 -4.63 -7.77
H 3.36 -2.95 -0.69
H -6.54 8.91 1.55
H 5.64 -1.67 -5.74
H -3.31 2.28 5.77
H -1.31 2.29 1.02
H 1.86 -2.03 -3.50
H 0.18 8.13 0.20
H 1.65 -3.09 0.85
H 2.31 2.84 -0.31
H 3.40 2.82 6.76
H 2.77 -5.03 -9.44
H -7.02 8.02 3.03
H -0.90 2.64 2.76
H 1.43 3.19 2.28
H 1.08 1.47 -0.45
H 0.75 7.21 1.63
H 5.18 -0.14 -0.17
H -5.28 8.30 2.67
H 4.63 -3.30 0.58
H -0.56 -4.12 -5.54
H -2.27 2.30 7.23
H -1.01 0.39 3.12
H -2.89 -1.35 9.99
H -1.05 -5.02 -4.07
H 0.22 -1.93 2.93
H 3.90 -1.35 2.02
H -2.84 3.84 6.52
H -1.00 7.49 1.40
H 2.06 3.76 6.02
H -4.49 -0.68 9.54
H -1.88 -7.32 3.39
H 0.84 -2.05 -4.98
H -0.79 -3.51 1.11
H -3.63 -1.79 8.42
H -4.30 6.32 -1.69
H 2.45 1.46 0.85
H 1.29 -0.50 -4.22
H 6.10 -0.11 -4.99
H 2.91 -0.65 0.56
H 0.69 -4.73 -4.40
H 6.65 -1.65 -4.26
H -4.83 -7.46 -5.99
H 2.04 1.96 5.96
H -1.86 -6.42 1.84
H 2.22 -2.95 2.64
```

Its orbital gap is 5.7 eV. As for the net charge: -1.

=====

[4]
A structure of composition C29H30F5N4RuS at a distorted geometry, computed with ωB97M-V/def2-TZVPD.

Structure (XYZ):
```
70
C29H30F5N4RuS, DFT ωB97M-V/def2-TZVPD
Ru 0.16 -1.17 1.15
S 1.01 -3.11 1.16
F 2.32 -4.34 6.72
F -0.42 -4.92 2.97
F 3.40 -2.08 2.75
F 0.20 -5.64 5.57
F 3.97 -2.71 5.32
N 1.60 -0.05 0.11
N -1.53 -1.75 2.22
N -4.91 -3.18 4.11
N -0.95 0.35 0.22
C 3.63 3.49 -2.97
C -2.45 1.77 -1.67
C -1.02 1.84 -1.69
C -3.02 1.23 -0.50
C -4.74 1.68 -2.82
C 3.80 0.61 -0.49
C 2.04 -4.09 5.45
C -1.51 -2.03 3.55
C -2.62 -2.58 4.18
C 3.31 1.43 -1.53
C 0.70 -4.40 3.55
C 4.31 2.17 -2.49
C 2.55 -2.88 3.44
C 1.10 0.80 -0.81
C -3.30 3.77 -2.87
C -2.24 0.66 0.47
C 5.65 2.47 -1.74
C -3.81 -2.42 2.12
C -3.32 2.19 -2.87
C 4.54 1.29 -3.70
C 0.93 -4.70 4.87
C -3.82 -2.73 3.46
C 1.94 1.51 -1.70
C -0.31 0.96 -0.84
C -2.64 -2.16 1.48
C 1.46 -3.49 2.81
C 2.87 -3.18 4.74
C -2.63 1.64 -4.15
C 2.96 -0.15 0.24
H -5.32 2.15 -2.01
H 6.17 1.56 -1.54
H 5.09 0.39 -3.52
H 6.32 3.02 -2.41
H -4.09 1.07 -0.39
H -2.29 4.07 -3.10
H 1.46 2.07 -2.45
H -0.53 2.34 -2.52
H -4.69 -2.58 1.52
H -3.60 4.13 -1.89
H -3.98 4.20 -3.58
H -0.68 -1.66 4.15
H -2.53 -2.87 5.24
H -5.76 -3.19 3.55
H 4.26 4.14 -3.56
H 5.22 1.85 -4.35
H 4.91 0.51 -0.30
H -3.27 1.86 -5.01
H 3.61 1.11 -4.25
H -2.69 0.30 1.43
H -4.92 -3.31 5.11
H 2.81 3.23 -3.59
H -5.32 1.97 -3.73
H 3.37 -0.79 1.02
H -2.50 -2.13 0.40
H 3.21 4.06 -2.11
H 5.46 3.07 -0.82
H -4.74 0.61 -2.64
H -2.55 0.57 -4.10
H -1.67 2.14 -4.32
```

As for the multiplicity: 5. Its expectation value of S² is 6.07. Its orbital gap (alpha / beta) is 7.5 / 3.6 eV. As for the net charge: +3.

=====

[5]
A cluster of 2 separate species, C5H14 in total at a distorted geometry, computed with ωB97M-V/def2-TZVPD.

Structure (XYZ):
```
19
C5H14, DFT ωB97M-V/def2-TZVPD
C -1.19 -1.15 -1.30
C -2.13 -1.84 -2.26
C 1.97 2.10 1.42
C 1.48 0.82 0.80
C 0.27 0.23 1.54
H -0.19 -0.63 1.07
H -0.12 -1.28 -1.49
H -1.93 -1.59 -3.30
H -1.30 -0.08 -1.51
H 2.25 0.04 0.82
H -1.28 -1.39 -0.25
H 2.98 2.38 1.10
H 1.24 0.90 -0.26
H -2.04 -2.93 -2.20
H 1.32 2.98 1.33
H 1.97 1.99 2.49
H -0.50 0.98 1.35
H 0.36 0.16 2.61
H -3.17 -1.71 -1.96
```

Its relative energy (zero: lowest compared OMol25 entry of this formula, charge and spin) is 0.484 eV. Its orbital gap is 12.3 eV.

=====

[6]
A structure of composition C23H56BF10NO25PtS9 at a distorted geometry, computed with ωB97M-V/def2-TZVPD.

Structure (XYZ):
```
126
C23H56BF10NO25PtS9, DFT ωB97M-V/def2-TZVPD
Pt 0.06 -0.49 1.61
S 0.42 4.39 -3.97
S -3.08 -5.19 -2.76
S 3.21 0.95 0.43
S 2.12 -3.28 2.35
S -2.36 -2.38 2.41
S 2.56 -4.52 -2.76
S -2.62 -0.05 3.68
S 0.57 3.17 1.94
S -3.17 1.08 -4.56
F -1.36 -1.01 -1.92
F 0.32 -1.16 -0.42
F -1.45 -2.67 4.95
F -0.04 0.83 -1.55
F -1.48 0.20 0.07
F -4.48 1.78 3.20
F -4.08 0.49 1.55
F -1.27 -4.48 3.78
F -3.19 -3.87 4.42
F -2.67 2.11 2.07
O -3.46 1.63 -5.86
O 0.46 1.73 1.91
O 3.15 -5.42 -3.69
O -2.42 -4.67 -3.94
O 1.75 -3.51 3.89
O 2.41 -0.06 1.10
O -3.66 -0.73 4.41
O -0.21 4.72 -2.49
O -4.00 0.06 -3.96
O 3.54 -3.02 2.27
O -3.80 -2.38 2.26
O 1.81 3.84 2.28
O -4.39 -4.27 -2.42
O -3.14 2.32 -3.51
O 1.31 5.50 -4.27
O 2.60 -3.09 -3.50
O 1.25 -4.75 -2.17
O 1.10 -2.41 1.81
O -1.63 -3.11 1.39
O 2.55 1.96 -0.33
O -0.61 3.94 -4.86
O -1.74 0.73 4.50
O 4.07 1.71 1.58
O -3.54 -6.55 -2.77
O -0.57 3.78 2.97
N -1.62 -1.02 2.66
C -2.03 -3.41 4.01
C -4.35 -2.84 -2.63
C 1.78 -5.14 5.59
C -1.48 0.45 -4.44
C -3.49 1.16 2.53
C 4.48 0.09 -0.55
C -0.11 3.85 0.42
C -3.46 2.00 -2.16
C 4.58 0.93 2.66
C -4.21 -2.15 -1.31
C -0.35 5.12 3.39
C 0.47 6.92 -1.66
C 2.66 -4.26 4.71
C -3.37 3.30 -1.37
C 1.47 3.01 -3.48
C -0.63 6.07 -2.25
C 1.95 -1.93 -2.90
C 2.37 -0.76 -3.79
C 3.68 -4.30 -1.37
C -2.01 -4.78 -1.37
C -1.56 5.72 4.09
C 1.78 -4.94 1.66
C 4.95 1.94 3.79
B -0.66 -0.30 -1.00
H 4.01 2.15 4.31
H 3.24 -3.65 -0.62
H -2.45 5.74 3.47
H 1.87 -0.72 -4.76
H 2.59 -5.64 1.83
H 2.31 3.54 -3.05
H 5.24 0.84 -0.77
H -1.80 5.29 5.06
H -3.65 -2.51 -3.40
H -4.98 -2.49 -0.62
H -3.26 3.11 -0.30
H -0.79 1.20 -4.06
H -1.13 0.13 -5.42
H 1.00 -4.55 6.09
H 3.20 -3.58 5.36
H -2.54 -4.79 -0.42
H 5.53 0.45 2.40
H -4.27 3.91 -1.53
H 0.51 4.70 0.16
H -2.52 3.88 -1.71
H -4.27 -1.06 -1.31
H 0.83 -5.21 2.14
H -1.18 4.00 0.40
H -0.19 5.76 2.52
H -4.45 1.56 -2.05
H 1.19 -5.82 4.98
H 5.62 1.46 4.50
H 0.88 -2.09 -2.94
H 1.43 6.86 -2.17
H -1.48 5.95 -1.58
H 4.04 -0.08 -1.53
H -2.69 1.33 -1.78
H 1.58 -4.81 0.59
H 3.30 -4.89 4.10
H 0.60 6.72 -0.59
H -1.34 6.78 4.26
H 5.30 2.88 3.38
H 0.54 5.20 4.01
H 0.90 2.48 -2.71
H 3.81 0.23 2.97
H -1.46 -0.39 -3.76
H 0.21 7.98 -1.77
H 0.03 3.12 -0.39
H 4.66 -3.95 -1.68
H 3.43 -0.79 -4.04
H 4.80 -0.80 -0.01
H 3.83 -5.27 -0.88
H -1.59 -3.81 -1.60
H -1.09 6.53 -3.13
H -1.25 -5.56 -1.43
H -3.23 -2.36 -0.87
H 2.18 0.15 -3.20
H 1.88 2.45 -4.31
H 2.39 -5.61 6.36
H -5.37 -2.65 -2.96
H 2.40 -1.88 -1.91
```

As for the multiplicity: 3. Its expectation value of S² is 2.00. Its relative energy (zero: lowest compared OMol25 entry of this formula, charge and spin) is 2.674 eV. Its orbital gap (alpha / beta) is 9.8 / 7.6 eV.

=====

[7]
An isolated molecule of C5H6ClNS at a distorted geometry, computed with ωB97M-V/def2-TZVPD.

Structure (XYZ):
```
14
C5H6ClNS, DFT ωB97M-V/def2-TZVPD
Cl 1.42 -1.41 -0.64
S -2.45 0.52 -0.33
N 2.43 2.15 0.15
C 1.47 1.54 0.34
C 0.10 -0.65 0.21
C -0.60 -1.62 1.19
C -0.66 0.40 -0.50
C 0.25 0.78 0.64
H -2.52 1.85 -0.46
H -0.21 1.10 1.57
H -0.29 0.60 -1.50
H -1.02 -2.49 0.68
H 0.11 -2.03 1.90
H -1.42 -1.13 1.65
```

Its relative energy (zero: lowest compared OMol25 entry of this formula, charge and spin) is 0.883 eV. Its orbital gap is 10.4 eV.

=====

[8]
A cluster of 2 separate species, C3H10NO in total at a distorted geometry, computed with ωB97M-V/def2-TZVPD.

Structure (XYZ):
```
15
C3H10NO, DFT ωB97M-V/def2-TZVPD
O 0.39 2.15 0.74
N 0.73 -0.49 0.52
C -0.57 0.03 -0.06
C 1.70 -0.68 -0.29
C -1.35 -1.17 -0.61
H 0.92 2.48 1.47
H -0.36 2.69 0.47
H -2.33 -0.83 -0.92
H 1.59 -0.08 -1.26
H 0.65 -0.90 1.44
H 2.68 -1.05 0.01
H -1.61 -1.85 0.18
H -0.35 0.70 -0.90
H -1.00 -1.61 -1.53
H -1.07 0.59 0.75
```

Its relative energy (zero: lowest compared OMol25 entry of this formula, charge and spin) is 1.491 eV. Its orbital gap is 10.7 eV. As for the net charge: +1.

=====

[9]
A structure of composition C23H31NO2P2Ti at a distorted geometry, computed with ωB97M-V/def2-TZVPD.

Structure (XYZ):
```
60
C23H31NO2P2Ti, DFT ωB97M-V/def2-TZVPD
Ti 0.15 0.00 -0.29
P 0.97 -2.29 -0.14
P 2.02 1.30 -1.06
O -0.02 0.21 1.50
O -1.54 1.12 -0.99
N 0.11 -0.71 -2.66
C -1.64 -1.90 -3.85
C -0.26 -3.35 0.68
C 1.69 3.09 -0.90
C -2.09 -0.63 -4.27
C -0.30 0.28 2.91
C -1.96 -4.28 -3.45
C 0.91 -0.09 3.77
C -0.49 2.66 -5.02
C -1.14 0.41 -4.39
C -0.85 1.64 3.33
C 3.66 1.08 -0.36
C -0.44 -1.92 -3.07
C -1.41 1.63 -5.07
C -2.42 -3.08 -4.00
C 0.01 -3.17 -2.55
C 0.72 2.50 -4.34
C -0.74 -4.32 -2.76
C 2.31 1.16 -2.89
C 0.07 0.28 -3.63
C 2.49 -2.60 0.79
C 1.27 -3.19 -1.72
C -1.84 0.02 -1.50
C 1.03 1.33 -3.66
H -0.51 -2.92 1.66
H -3.36 -3.03 -4.53
H 2.41 -2.13 1.78
H 3.58 1.13 0.73
H 2.51 3.67 -1.33
H 1.59 3.33 0.17
H 2.76 0.17 -3.05
H 3.04 1.94 -3.16
H -0.38 -5.26 -2.36
H -1.74 1.90 2.76
H 2.10 -2.67 -2.22
H 0.14 -4.36 0.81
H -2.52 -0.24 -2.38
H -3.04 -0.54 -4.80
H 1.72 0.65 3.63
H 0.75 3.34 -1.40
H -0.10 2.44 3.20
H -1.12 1.62 4.39
H 4.08 0.11 -0.64
H 1.45 3.32 -4.32
H -2.54 -5.19 -3.58
H 2.65 -3.68 0.90
H 1.57 -4.21 -1.48
H -0.70 3.59 -5.53
H 0.65 -0.09 4.82
H 4.34 1.88 -0.70
H 1.30 -1.07 3.51
H 3.35 -2.16 0.26
H -2.35 1.72 -5.62
H -1.18 -3.41 0.08
H -1.09 -0.44 3.14
```

As for the multiplicity: 2. Its expectation value of S² is 0.79. Its orbital gap (alpha / beta) is 4.7 / 6.1 eV. As for the net charge: +1.

=====

[10]
A cluster of 2 separate species, C7H19N2P in total at a distorted geometry, computed with ωB97M-V/def2-TZVPD.

Structure (XYZ):
```
29
C7H19N2P, DFT ωB97M-V/def2-TZVPD
P 0.72 1.51 0.64
N -0.27 2.29 1.90
N 1.22 0.25 1.77
C -2.37 -2.15 -1.65
C 0.35 -0.89 1.93
C -1.67 -2.38 -3.96
C 0.35 3.13 2.98
C 2.26 2.57 0.78
C -0.01 -2.06 -1.99
C -1.40 -2.22 -2.50
H -1.55 -1.40 -4.45
H 0.67 -1.73 1.33
H 0.27 -2.95 -1.40
H 0.71 -1.96 -2.79
H 0.32 -1.10 3.03
H 0.81 2.38 3.55
H -0.05 -1.20 -1.36
H -0.99 -3.12 -4.38
H -2.61 -2.57 -4.36
H -0.49 3.51 3.54
H 2.05 3.69 0.42
H -2.14 -2.07 -0.56
H 0.99 3.88 2.56
H -0.65 -0.57 1.57
H 2.64 2.62 1.92
H -3.40 -2.26 -1.87
H -1.05 2.70 1.52
H 2.26 -0.04 1.77
H 3.07 2.15 0.07
```

Its relative energy (zero: lowest compared OMol25 entry of this formula, charge and spin) is 0.000 eV. Its orbital gap is 9.1 eV.